[1]
{"formula": "C4H12", "method": "the ωB97M-V functional and the def2-TZVPD basis", "energy_ev": -4341.917, "e_lumo_ha": 0.0430, "gap_ev": 12.3, "smiles": "CC.CC", "elements": ["C", "C", "H", "H", "H", "H", "H", "H", "C", "C", "H", "H", "H", "H", "H", "H"], "positions_angstrom": [[1.951, 1.365, 1.450], [0.586, 1.387, 0.821], [1.855, 0.900, 2.453], [2.733, 0.830, 0.931], [2.267, 2.289, 1.889], [-0.092, 0.657, 1.321], [0.025, 2.306, 0.825], [0.532, 1.037, -0.250], [-1.650, -1.420, -0.511], [-0.867, -1.346, -1.821], [-2.001, -2.461, -0.415], [-1.046, -1.151, 0.368], [-2.483, -0.708, -0.432], [-0.679, -0.255, -2.018], [-1.524, -1.703, -2.629], [0.110, -1.793, -1.717]]}

[2]
{"formula": "C2HMnO3", "method": "the ωB97M-V functional and the def2-TZVPD basis", "multiplicity": 7, "energy_ev": -39525.283, "e_lumo_ha": [-0.4156, -0.4275], "gap_ev": [7.9, 8.3], "charge": 2, "elements": ["O", "H", "O", "O", "C", "C", "Mn"], "positions_angstrom": [[-0.387, 0.698, 0.879], [-0.321, 1.452, 1.495], [2.979, -0.525, 0.231], [3.738, -0.162, 1.345], [1.842, -0.001, 0.197], [0.687, 0.421, 0.272], [5.461, -0.774, 1.188]]}

[3]
{"formula": "C2H7S", "method": "the ωB97M-V functional and the def2-TZVPD basis", "energy_ev": -13023.159, "e_lumo_ha": 0.1371, "gap_ev": 5.7, "charge": -1, "elements": ["C", "H", "H", "H", "H", "C", "S", "H", "H", "H"], "positions_angstrom": [[3.352, 0.003, 0.092], [2.636, -0.680, 0.543], [4.165, -0.574, -0.347], [3.721, 0.669, 0.868], [2.862, 0.576, -0.689], [-0.523, 0.134, 0.651], [-1.933, -0.079, -0.487], [-0.848, 0.534, 1.619], [-0.006, -0.812, 0.836], [0.230, 0.831, 0.270]]}

[4]
{"formula": "C5H8N2S4", "method": "the ωB97M-V functional and the def2-TZVPD basis", "energy_ev": -51633.061, "e_lumo_ha": -0.0457, "gap_ev": 7.2, "smiles": "C#CC(=S)S.CNC(=S)NS", "elements": ["C", "C", "C", "S", "S", "H", "H", "C", "N", "C", "S", "N", "S", "H", "H", "H", "H", "H", "H"], "positions_angstrom": [[-4.060, 1.029, 0.650], [-3.252, 0.153, 0.468], [-2.286, -0.883, 0.269], [-2.199, -1.751, -1.108], [-1.244, -1.083, 1.665], [-4.783, 1.801, 0.795], [-0.517, -2.078, 1.136], [0.258, 1.325, -0.793], [0.526, -0.074, -0.548], [1.715, -0.601, -0.170], [1.888, -2.254, 0.081], [2.720, 0.291, -0.016], [4.340, -0.084, 0.456], [-0.788, 1.432, -1.081], [0.421, 1.934, 0.106], [0.875, 1.719, -1.611], [-0.213, -0.749, -0.660], [2.557, 1.273, -0.181], [4.043, -1.401, 0.542]]}

[5]
{"formula": "C5H9MnO3", "method": "the ωB97M-V functional and the def2-TZVPD basis", "multiplicity": 6, "energy_ev": -42783.237, "e_lumo_ha": [-0.2585, -0.2619], "gap_ev": [3.8, 3.7], "charge": 1, "elements": ["H", "O", "O", "C", "O", "C", "C", "H", "H", "H", "H", "H", "Mn", "C", "C", "H", "H", "H"], "positions_angstrom": [[-0.544, -2.326, 0.677], [0.990, 0.827, -1.138], [0.746, -1.007, -2.248], [0.237, -0.365, -1.264], [-0.895, -0.414, -0.805], [0.691, 1.771, -0.093], [1.509, 3.020, -0.305], [-0.386, 1.982, -0.127], [0.926, 1.291, 0.865], [1.156, 3.584, -1.178], [1.410, 3.660, 0.581], [2.573, 2.777, -0.436], [2.033, 0.364, -2.738], [-1.460, -2.962, 0.945], [-2.175, -2.804, 2.057], [-1.548, -3.865, 0.335], [-2.561, -3.665, 2.608], [-2.699, -1.868, 2.263]]}

[6]
{"formula": "C22H63NO15", "method": "the ωB97M-V functional and the def2-TZVPD basis", "energy_ev": -56026.476, "e_lumo_ha": 0.0022, "gap_ev": 8.9, "smiles": "COCCNCCOC.OCCO.OCCO.OCCO.OCCO.OCCO.CCO.CCO.CCO", "elements": ["C", "O", "C", "C", "N", "C", "C", "O", "C", "H", "H", "H", "H", "H", "H", "H", "H", "H", "H", "H", "H", "H", "H", "H", "O", "C", "C", "O", "H", "H", "H", "H", "H", "H", "O", "C", "C", "O", "H", "H", "H", "H", "H", "H", "O", "C", "C", "O", "H", "H", "H", "H", "H", "H", "O", "C", "C", "O", "H", "H", "H", "H", "H", "H", "O", "C", "C", "O", "H", "H", "H", "H", "H", "H", "C", "C", "O", "H", "H", "H", "H", "H", "H", "C", "C", "O", "H", "H", "H", "H", "H", "H", "C", "C", "O", "H", "H", "H", "H", "H", "H"], "positions_angstrom": [[3.027, -0.037, -2.785], [2.517, 1.224, -2.516], [2.331, 1.970, -3.708], [1.911, 3.401, -3.306], [0.503, 3.657, -3.186], [-0.321, 3.386, -4.331], [-1.777, 3.696, -4.202], [-2.611, 3.383, -5.040], [-2.930, 4.414, -6.013], [2.592, -0.417, -3.668], [2.974, -0.811, -2.001], [4.156, 0.030, -2.977], [1.646, 1.509, -4.335], [3.268, 2.058, -4.241], [2.161, 4.255, -3.894], [2.464, 3.762, -2.459], [0.471, 4.652, -3.071], [-0.291, 2.403, -4.605], [0.129, 3.778, -5.228], [-1.863, 4.718, -3.945], [-2.148, 3.216, -3.310], [-3.747, 4.077, -6.711], [-2.094, 4.455, -6.726], [-2.935, 5.430, -5.688], [3.880, -3.983, 2.065], [3.533, -2.645, 1.862], [3.538, -2.402, 0.431], [3.137, -1.086, 0.256], [3.947, -4.007, 2.984], [2.562, -2.295, 2.323], [4.286, -2.041, 2.348], [2.929, -3.145, -0.064], [4.588, -2.577, 0.029], [3.624, -0.533, 0.833], [0.612, -3.925, 2.393], [-0.354, -4.895, 2.145], [-1.669, -4.285, 2.122], [-2.564, -5.455, 2.108], [0.512, -3.040, 1.924], [-0.137, -5.458, 1.193], [-0.242, -5.724, 2.804], [-1.784, -3.626, 1.261], [-1.849, -3.618, 2.998], [-2.696, -5.883, 2.916], [1.889, 2.288, 3.421], [2.684, 1.441, 4.140], [3.209, 0.415, 3.264], [3.515, -0.609, 4.097], [2.382, 3.055, 3.238], [3.314, 1.889, 4.786], [1.958, 1.037, 4.874], [4.056, 0.897, 2.745], [2.501, -0.014, 2.504], [4.417, -0.489, 4.470], [0.381, -1.493, 0.936], [0.167, -1.238, -0.395], [0.043, -2.436, -1.188], [0.069, -1.946, -2.486], [0.212, -0.652, 1.346], [-0.780, -0.721, -0.579], [0.939, -0.520, -0.754], [-0.861, -2.995, -0.974], [0.831, -3.122, -1.129], [0.713, -1.309, -2.587], [-0.497, -2.761, 5.503], [0.034, -1.825, 4.587], [-0.406, -0.497, 5.012], [-0.527, 0.242, 3.870], [-1.491, -2.694, 5.558], [1.112, -1.908, 4.398], [-0.520, -2.093, 3.694], [0.338, -0.124, 5.752], [-1.332, -0.555, 5.460], [0.267, 0.765, 3.681], [-0.425, 1.911, 1.051], [0.164, 2.399, -0.130], [-0.721, 2.309, -1.221], [-0.855, 2.718, 1.640], [0.386, 1.448, 1.574], [-1.208, 1.235, 0.848], [0.988, 1.696, -0.481], [0.542, 3.364, -0.039], [-0.208, 2.552, -1.969], [-3.317, -1.067, 1.221], [-4.239, 0.027, 1.393], [-5.012, 0.040, 0.264], [-2.474, -0.918, 1.851], [-2.755, -0.980, 0.314], [-3.849, -2.022, 1.292], [-3.774, 0.987, 1.522], [-4.915, -0.061, 2.311], [-5.542, -0.744, 0.229], [-2.780, 0.438, -3.778], [-3.247, 0.377, -2.425], [-3.438, 1.567, -1.720], [-3.587, 0.886, -4.405], [-2.561, -0.455, -4.209], [-1.836, 0.940, -3.841], [-2.516, -0.127, -1.775], [-4.144, -0.155, -2.309], [-2.600, 1.991, -1.479]]}

[7]
{"formula": "C23H22N4O3", "method": "the ωB97M-V functional and the def2-TZVPD basis", "energy_ev": -36308.634, "e_lumo_ha": 0.0260, "gap_ev": 8.4, "smiles": "CN(Cc1ccon1)Cc1cn(Cc2ccccc2)nc1-c1ccc2c(c1)OCO2", "elements": ["C", "N", "C", "C", "C", "C", "O", "N", "C", "C", "C", "N", "C", "C", "C", "C", "C", "C", "C", "N", "C", "C", "C", "C", "C", "C", "C", "O", "C", "O", "H", "H", "H", "H", "H", "H", "H", "H", "H", "H", "H", "H", "H", "H", "H", "H", "H", "H", "H", "H", "H", "H"], "positions_angstrom": [[-2.846, -1.988, 2.358], [-1.995, -1.653, 1.236], [-2.039, -2.686, 0.213], [-3.340, -2.632, -0.507], [-3.910, -1.504, -1.159], [-5.085, -1.984, -1.646], [-5.216, -3.275, -1.325], [-4.132, -3.665, -0.616], [-0.636, -1.350, 1.671], [0.228, -0.869, 0.553], [1.306, -1.548, 0.024], [1.839, -0.773, -0.940], [3.027, -1.025, -1.712], [4.267, -0.686, -0.918], [5.275, -1.617, -0.725], [6.399, -1.286, 0.014], [6.516, -0.024, 0.570], [5.508, 0.908, 0.385], [4.389, 0.580, -0.357], [1.188, 0.373, -1.059], [0.195, 0.352, -0.174], [-0.701, 1.494, -0.060], [-1.976, 1.371, 0.485], [-2.834, 2.462, 0.590], [-2.374, 3.673, 0.135], [-1.100, 3.803, -0.421], [-0.248, 2.737, -0.532], [-0.901, 5.110, -0.795], [-2.087, 5.793, -0.458], [-3.004, 4.892, 0.123], [-2.880, -1.145, 3.047], [-2.494, -2.877, 2.904], [-3.853, -2.185, 1.995], [-1.239, -2.482, -0.505], [-1.895, -3.699, 0.625], [-3.496, -0.521, -1.234], [-5.879, -1.540, -2.212], [-0.711, -0.566, 2.431], [-0.156, -2.232, 2.132], [1.718, -2.506, 0.270], [2.967, -0.390, -2.600], [3.043, -2.075, -2.019], [5.187, -2.604, -1.156], [7.182, -2.016, 0.157], [7.392, 0.232, 1.148], [5.596, 1.893, 0.819], [3.597, 1.300, -0.504], [-2.313, 0.400, 0.812], [-3.821, 2.363, 1.010], [0.732, 2.831, -0.966], [-2.530, 6.235, -1.365], [-1.858, 6.598, 0.260]]}

[8]
{"formula": "C14H32N8O7STi", "method": "the ωB97M-V functional and the def2-TZVPD basis", "energy_ev": -75232.263, "e_lumo_ha": -0.2315, "gap_ev": 8.5, "charge": 2, "elements": ["Ti", "O", "S", "O", "O", "O", "N", "C", "C", "C", "C", "N", "C", "N", "N", "C", "O", "O", "H", "H", "H", "H", "H", "H", "H", "H", "H", "H", "H", "H", "H", "H", "N", "C", "C", "C", "N", "H", "H", "H", "H", "H", "H", "H", "H", "H", "H", "N", "C", "N", "C", "C", "O", "C", "C", "H", "H", "H", "H", "H", "H", "H", "H"], "positions_angstrom": [[-0.245, -1.182, -0.039], [-0.182, -2.965, 3.081], [0.123, -1.787, 2.390], [0.845, -0.807, 3.175], [-1.066, -1.178, 1.708], [0.979, -2.071, 1.089], [0.771, 0.612, 0.685], [2.112, 0.580, 0.084], [2.837, 1.896, 0.337], [3.283, 2.174, 1.825], [4.241, 1.123, 2.457], [3.492, -0.042, 3.024], [4.108, -1.204, 3.268], [5.388, -1.377, 3.095], [3.416, -2.281, 3.630], [1.841, 0.221, -1.355], [2.518, 0.493, -2.270], [0.752, -0.529, -1.456], [0.330, 1.449, 0.335], [0.809, 0.594, 1.702], [2.595, -0.329, 0.381], [2.242, 2.663, -0.194], [3.751, 1.877, -0.234], [2.473, 2.386, 2.580], [3.768, 3.107, 1.834], [4.884, 1.588, 3.257], [4.958, 0.755, 1.695], [2.573, 0.070, 3.488], [5.953, -0.561, 3.061], [5.832, -2.289, 3.308], [2.456, -2.273, 3.939], [3.930, -3.082, 3.986], [-2.167, -2.175, -0.378], [-2.563, -2.278, -1.770], [-1.855, -3.394, -2.507], [-0.380, -3.161, -2.655], [0.212, -3.074, -1.303], [-2.191, -3.129, 0.032], [-2.781, -1.567, 0.201], [-2.430, -1.367, -2.343], [-3.685, -2.383, -1.822], [-2.316, -3.328, -3.530], [-2.078, -4.327, -2.010], [-0.253, -2.204, -3.208], [-0.013, -3.970, -3.260], [1.205, -3.099, -1.380], [-0.062, -3.861, -0.713], [-1.720, 0.404, -0.521], [-2.529, 1.191, -0.867], [-3.312, 2.092, -1.353], [-2.833, 2.710, -2.661], [-3.491, 4.099, -2.737], [-4.880, 3.985, -2.434], [-5.110, 3.619, -1.094], [-4.695, 2.173, -0.907], [-3.079, 1.995, -3.486], [-1.779, 2.810, -2.517], [-3.355, 4.527, -3.771], [-3.017, 4.779, -2.044], [-6.159, 3.764, -0.847], [-4.354, 4.141, -0.518], [-5.309, 1.531, -1.571], [-4.787, 1.867, 0.110]]}